<one>
113
Properties=species:S:1:pos:R:3:mulliken_charge:R:1 method="wB97M-V/def2-TZVPD" homo_ev="-5.555 / -5.743" homo_lumo_gap_ha="0.2056 / 0.2129" multiplicity=8
Gd 12.011 12.227 13.346 0.565
C 14.383 11.636 9.768 -1.433
Si 12.553 11.644 10.441 1.040
C 11.664 10.008 9.917 -1.450
C 11.696 12.967 9.456 0.215
C 11.358 12.639 8.164 -0.514
C 10.649 13.558 7.358 -0.967
C 10.372 14.828 7.870 -0.756
C 10.732 15.166 9.182 -0.663
C 11.401 14.254 9.978 0.446
Si 12.004 14.791 11.674 1.386
C 13.754 15.516 11.301 -1.102
C 10.876 16.242 12.212 -1.158
H 14.411 11.555 8.693 0.596
H 14.994 10.829 10.197 0.284
H 14.881 12.554 10.043 0.213
H 12.172 9.464 9.126 0.449
H 10.669 10.265 9.591 0.522
H 11.570 9.345 10.775 0.181
H 11.602 11.655 7.767 0.399
H 10.348 13.315 6.347 0.401
H 9.856 15.587 7.281 0.377
H 10.482 16.138 9.574 0.357
H 13.882 16.533 11.670 0.390
H 13.880 15.500 10.228 0.559
H 14.532 14.877 11.715 -0.123
H 11.058 17.175 11.697 0.511
H 10.993 16.419 13.269 -0.128
H 9.843 15.963 12.036 0.282
C 13.732 11.517 18.348 -1.538
Se 12.885 12.720 16.986 0.816
C 11.401 13.266 18.224 -1.094
C 11.103 14.741 18.083 -1.094
Se 11.043 15.377 16.151 0.355
C 10.969 17.286 16.655 -1.301
H 12.968 10.893 18.806 0.463
H 14.215 12.151 19.089 0.354
H 14.466 10.888 17.836 0.408
H 11.761 13.056 19.241 0.643
H 10.566 12.619 17.981 0.399
H 11.902 15.317 18.564 0.449
H 10.142 15.024 18.515 0.597
H 10.094 17.449 17.275 0.391
H 10.877 17.866 15.740 0.398
H 11.876 17.602 17.182 0.348
C 17.534 14.456 15.522 -1.281
N 16.449 13.507 15.573 0.988
C 16.820 12.211 16.113 -0.880
C 15.225 13.844 15.058 -1.463
N 14.534 12.999 14.219 1.054
C 15.259 12.042 13.520 -0.527
C 16.358 12.454 12.709 -0.526
C 17.418 11.613 12.400 -0.928
C 17.314 10.251 12.761 -0.845
C 16.208 9.811 13.460 -0.803
C 15.053 10.617 13.662 0.503
N 13.762 10.165 13.921 1.418
C 13.489 8.832 14.066 -0.560
N 13.871 7.931 13.113 0.444
C 14.311 6.597 13.436 -1.301
C 14.162 8.383 11.772 -1.232
N 12.781 8.310 15.111 0.469
C 11.852 7.214 14.895 -1.255
C 12.692 8.948 16.419 -1.027
N 14.760 15.084 15.404 1.122
C 14.989 15.654 16.718 -0.902
C 13.983 15.857 14.472 -0.410
H 18.322 14.053 14.866 0.353
H 17.944 14.601 16.527 0.340
H 17.216 15.408 15.108 0.306
H 17.231 12.387 17.112 0.401
H 17.616 11.764 15.498 0.243
H 15.985 11.513 16.202 -0.042
H 16.365 13.483 12.360 0.210
H 18.330 12.013 11.945 0.423
H 18.077 9.524 12.457 0.379
H 16.197 8.798 13.858 0.530
H 14.284 6.432 14.515 0.423
H 15.349 6.429 13.096 0.366
H 13.698 5.868 12.920 0.349
H 15.211 8.227 11.515 0.391
H 13.922 9.427 11.630 -0.263
H 13.568 7.825 11.060 0.585
H 12.244 6.315 15.388 0.372
H 11.685 7.005 13.858 0.292
H 10.895 7.440 15.384 0.413
H 13.073 9.954 16.403 -0.214
H 13.260 8.335 17.146 0.456
H 11.667 8.949 16.763 0.352
H 15.439 14.907 17.376 0.294
H 14.009 15.939 17.115 -0.025
H 15.627 16.538 16.645 0.385
H 14.610 16.477 13.842 0.296
H 13.332 16.520 15.036 0.290
H 13.363 15.227 13.847 -0.823
Br 8.835 12.771 11.248 0.066
C 8.594 13.442 13.028 -0.176
C 7.358 14.073 13.278 -0.585
C 6.951 14.325 14.606 -0.863
C 7.857 13.997 15.648 -0.558
C 9.016 13.322 15.324 -1.159
N 9.493 13.225 14.031 1.199
H 6.723 14.289 12.419 0.477
H 5.968 14.775 14.821 0.398
H 7.684 14.277 16.688 0.470
H 9.635 12.873 16.094 0.725
F 10.270 10.448 12.899 -0.262
C 10.365 9.832 14.169 -0.442
F 10.867 10.895 14.983 0.459
C 8.970 9.637 14.666 0.410
F 9.089 9.328 15.990 -0.271
F 8.445 8.588 14.012 -0.281
F 8.038 10.645 14.612 -0.218

=====

<two>
113
Properties=species:S:1:pos:R:3:mulliken_charge:R:1 method="wB97M-V/def2-TZVPD" homo_ev="-5.511 / -3.209" homo_lumo_gap_ha="0.2060 / 0.1212" multiplicity=8
Gd -0.958 2.962 -0.080 -0.102
C -1.422 -7.235 -1.246 -1.116
Si 0.122 -6.154 -0.878 0.254
C 0.495 -4.571 -1.841 -0.877
C 1.566 -7.325 -1.012 0.220
C 2.144 -8.082 -2.033 -0.512
C 3.290 -8.814 -1.772 -0.368
C 3.817 -8.883 -0.467 -0.518
C 3.220 -8.120 0.564 -0.422
C 2.113 -7.329 0.273 0.086
Si 0.865 -6.254 1.281 0.285
C 0.049 -7.422 2.510 -1.088
C 1.690 -4.637 1.828 -0.940
H -2.138 -6.644 -1.815 0.315
H -1.945 -7.614 -0.309 0.274
H -1.134 -8.204 -1.748 0.344
H 1.507 -4.144 -1.705 0.163
H -0.237 -3.793 -1.598 0.288
H 0.368 -4.715 -2.973 0.309
H 1.779 -8.031 -3.062 0.369
H 3.780 -9.355 -2.579 0.375
H 4.752 -9.428 -0.446 0.339
H 3.647 -8.224 1.555 0.422
H 0.702 -8.303 2.618 0.350
H -0.889 -7.861 2.108 0.269
H -0.261 -6.988 3.492 0.322
H 1.043 -4.109 2.531 0.267
H 1.941 -3.884 1.014 0.216
H 2.596 -4.947 2.388 0.371
C -0.533 5.863 0.955 -0.370
Se 0.879 4.556 1.638 -0.471
C 2.482 5.305 0.643 -0.506
C 3.596 5.732 1.604 -0.889
Se 4.745 4.103 2.366 0.022
C 6.535 4.935 2.408 -0.874
H -1.097 5.379 0.135 -0.154
H -0.130 6.845 0.679 0.471
H -1.265 5.930 1.758 0.276
H 2.125 6.149 0.060 0.452
H 2.870 4.552 -0.049 0.023
H 3.339 6.258 2.514 0.395
H 4.261 6.355 0.979 0.501
H 6.812 4.779 3.399 0.291
H 6.483 6.029 2.169 0.277
H 7.135 4.408 1.727 0.263
C -2.688 0.545 4.971 -1.136
N -2.252 1.657 4.137 0.508
C -3.150 2.819 4.166 -0.813
C -1.423 1.437 3.092 -1.414
N -1.839 1.752 1.795 0.727
C -3.046 1.064 1.379 0.456
C -3.358 -0.204 1.878 -0.217
C -4.583 -0.778 1.594 -1.113
C -5.535 -0.111 0.813 -0.611
C -5.128 1.012 0.156 -0.379
C -3.821 1.526 0.266 -0.582
N -3.230 2.383 -0.714 0.629
C -3.460 2.271 -2.018 0.076
N -3.834 1.176 -2.690 0.592
C -4.916 1.274 -3.675 -1.237
C -3.369 -0.138 -2.305 -0.935
N -3.437 3.472 -2.768 0.412
C -2.641 3.349 -3.894 -1.718
C -3.426 4.733 -2.013 -0.702
N -0.226 0.846 3.336 0.690
C 0.431 0.714 4.672 -1.283
C 0.543 0.150 2.291 -1.220
H -3.554 0.032 4.578 0.308
H -2.863 0.868 5.984 0.367
H -1.935 -0.185 5.033 0.420
H -3.426 3.092 5.169 0.382
H -4.059 2.623 3.575 0.260
H -2.631 3.717 3.729 0.118
H -2.614 -0.696 2.502 0.664
H -4.826 -1.751 1.960 0.471
H -6.534 -0.513 0.593 0.371
H -5.826 1.456 -0.558 0.435
H -5.325 2.281 -3.551 0.360
H -5.760 0.560 -3.442 0.345
H -4.502 1.114 -4.693 0.365
H -4.122 -0.882 -2.408 0.301
H -3.127 -0.080 -1.271 0.254
H -2.504 -0.477 -2.895 0.209
H -2.296 4.321 -4.351 0.333
H -2.994 2.673 -4.693 0.125
H -1.420 2.736 -3.555 0.234
H -4.096 4.696 -1.137 0.268
H -3.757 5.510 -2.734 0.371
H -2.363 5.043 -1.709 0.041
H 0.161 1.474 5.407 0.378
H 1.495 0.749 4.504 0.487
H 0.184 -0.202 5.186 0.409
H 1.030 -0.758 2.752 0.476
H 1.329 0.839 1.913 0.337
H -0.081 -0.309 1.482 0.210
Br 4.210 -1.545 -2.233 -0.231
C 4.890 0.272 -2.230 0.421
C 5.618 0.769 -3.358 -0.453
C 5.865 2.109 -3.402 -0.409
C 5.432 2.928 -2.309 -0.412
C 4.729 2.367 -1.322 -0.066
N 4.440 1.017 -1.284 -0.440
H 6.007 0.011 -4.040 0.390
H 6.327 2.552 -4.246 0.466
H 5.638 4.017 -2.242 0.350
H 4.165 2.838 -0.485 0.362
F -0.622 1.439 -1.992 -0.177
C -0.389 2.395 -3.042 1.194
F 0.002 3.585 -2.362 -0.290
C 0.661 1.936 -3.950 0.305
F 0.864 2.836 -4.937 -0.271
F 0.316 0.784 -4.595 -0.268
F 1.916 1.741 -3.390 -0.106

=====

Least stable = <two>